{
  "formula": "C5H10O5",
  "method": "ωB97M-V/def2-TZVPD",
  "elements": ["O", "C", "C", "O", "C", "O", "C", "C", "O", "H", "H", "H", "H", "H", "H", "H", "H", "O", "H", "H"],
  "xyz": [[-1.8371, 0.9348, -1.2123], [-2.3073, -0.0268, -0.3010], [-1.5919, -1.3631, -0.4216], [-0.1756, -1.1525, -0.3964], [0.4789, -1.0694, 0.7413], [-0.0355, -1.1991, 1.8299], [1.8514, -0.4420, 0.5826], [1.9111, 0.6635, -0.4489], [2.0501, 0.4845, 1.6206], [-0.9788, 1.2657, -0.8940], [-2.2134, 0.3418, 0.7338], [-3.3746, -0.1984, -0.4997], [-1.9244, -2.0514, 0.3661], [-1.7885, -1.8292, -1.3941], [2.6366, -1.1982, 0.4501], [2.8904, 1.1541, -0.4859], [1.6759, 0.2976, -1.4566], [0.6748, 1.7082, -0.1029], [1.1248, 1.0909, 1.6744], [0.9331, 2.5891, -0.3853]],
  "forces_ev_per_angstrom": [[0.0, 0.0, -0.1], [-0.1, 0.1, 0.4], [-0.5, -0.3, -0.1], [0.4, -0.5, -1.1], [-1.2, 1.0, 1.4], [0.3, -0.5, -0.6], [-0.3, 2.6, -0.3], [-2.3, 0.3, -2.9], [-2.5, 1.1, 3.5], [-0.1, -0.2, 0.0], [0.0, -0.1, -0.2], [0.2, 0.1, 0.0], [0.3, 0.2, -0.1], [0.1, 0.2, 0.2], [0.0, 0.4, 0.3], [-0.6, 0.1, 0.5], [-0.2, 0.4, 0.0], [2.3, -2.4, -0.6], [3.7, -2.5, -0.4], [0.3, 0.0, -0.1]],
  "total_energy_ev": -15582.452,
  "charge": 0
}